[1]
# C5H11ClN2

A molecular structure, C5H11ClN2 at a distorted geometry (wB97M-V/def2-TZVPD, the OMol25 dataset).

Calculated values
ΔE to the lowest compared entry with this formula, charge and spin, kcal/mol: 183.9
HOMO, eV: -8.900
E, Eh: -766.514433

Positions of all 19 atoms, in Å:
Cl: -1.6734 1.5181 -0.1941
N: 0.9671 -0.9246 0.5072
N: 1.2225 -0.6100 -0.8818
C: -0.2666 -0.3682 1.2016
C: -1.5855 -0.1779 0.2911
C: 1.7040 0.5431 -0.8728
C: 1.6646 1.5818 0.2766
C: -1.6531 -1.0727 -0.8524
H: 0.0600 0.4319 1.9918
H: 1.8707 2.8579 -0.2545
H: 0.6866 -1.8953 0.4984
H: -1.2042 -2.3825 -0.9958
H: 1.9229 0.8276 -1.9169
H: -2.7703 -1.0661 -1.1180
H: -2.2816 -0.3887 1.1126
H: -0.6281 -1.2896 1.7034
H: -1.1891 -0.2591 -1.9937
H: 0.4029 1.6845 0.6250
H: 2.7507 0.9897 0.8722

Forces on the atoms, in the same order (eV/Å):
Cl -0.8 0.5 -0.2
N -1.9 -1.1 0.4
N 0.3 -0.8 2.7
C 0.5 -1.0 -0.1
C 3.2 0.5 3.8
C -0.8 3.3 -2.4
C 0.7 1.1 -1.6
C -0.7 -1.4 -6.5
H -1.3 -1.4 -1.7
H -0.1 -4.3 1.8
H 0.7 -0.3 -0.3
H -1.2 4.6 1.0
H 0.4 0.5 0.6
H 1.6 -0.6 0.1
H -0.8 0.4 -0.9
H 0.5 0.7 0.6
H -1.1 -3.1 3.6
H 4.6 -0.3 -0.3
H -3.8 2.6 -0.7



[2]
# C3H8N2O

A molecular structure, C3H8N2O (wB97M-V/def2-TZVPD, the OMol25 dataset).

Calculated values
ΔE to the lowest compared entry with this formula, charge and spin, kcal/mol: 85.8
HOMO, eV: -8.229
E, Eh: -303.755368

Positions of all 14 atoms, in Å:
O: 2.5096 0.2051 -0.4172
N: -1.8390 -0.2749 -0.6815
N: 0.8199 -1.2538 0.1675
C: 0.2287 0.9722 -0.2446
C: -1.1097 0.6365 0.0674
C: 1.1817 -0.0429 -0.2248
H: 0.5540 1.9937 -0.0940
H: -0.0941 -0.9554 1.1052
H: -2.6929 -0.5925 -0.2454
H: -1.7291 1.4159 0.5007
H: 2.6227 1.1106 -0.7334
H: -0.7660 -0.3064 1.4456
H: 1.6037 -1.8596 0.3867
H: -1.2897 -1.0485 -1.0321

Forces on the atoms, in the same order (eV/Å):
O -0.2 0.0 0.0
N 0.1 -0.1 0.1
N -0.1 0.2 0.0
C 0.0 -0.1 0.0
C 0.2 -0.2 0.0
C 0.0 -0.1 0.1
H 0.0 0.0 0.0
H 0.1 0.1 -0.2
H 0.1 0.0 0.0
H 0.0 0.0 0.0
H -0.1 -0.1 0.0
H 0.0 0.1 -0.1
H 0.0 0.1 0.0
H 0.0 0.1 0.0



- Among the records above, which one has the highest ΔE to the lowest compared entry with this formula, charge and spin?
  C5H11ClN2